Entry 1:
Below is a molecular structure, C13H20MoO2P2S in a non-equilibrium geometry, with properties calculated with the ωB97M-V functional and the def2-TZVPD basis.

Structure (XYZ):
```
39
Properties=species:S:1:pos:R:3:mulliken_charge:R:1
Mo 0.2071 -0.3979 0.0958 0.606
S -1.0654 1.3925 -0.3751 -0.055
P -0.7911 -2.5184 -0.7003 0.849
P 2.3720 -0.1831 -1.0556 0.911
O 0.1886 -0.0008 1.7029 -0.821
O 0.1864 1.0860 4.0210 -0.067
C -2.6335 4.1992 2.7915 -0.562
C 3.8092 -0.1321 0.0181 -1.094
C 2.5611 0.8785 -2.4913 -1.114
C -0.3144 -3.9617 0.2599 -1.139
C -0.3263 1.3656 3.0622 0.786
C -2.4098 3.3862 0.5498 -0.552
C -2.9555 4.2999 1.4587 -0.824
C 0.4593 -2.1418 -2.0199 -0.949
C -2.4458 -2.6552 -1.3776 -1.106
C 1.9443 -1.9299 -1.5487 -0.861
C -1.2003 2.2687 2.3589 0.656
C -1.7493 3.1860 3.2443 -0.678
C -1.5397 2.3524 0.9621 1.085
H -1.5064 3.1432 4.3011 0.493
H 0.4342 -2.9914 -2.7135 0.546
H -3.1654 -2.6282 -0.5562 0.417
H -3.0428 4.8921 3.5190 0.488
H -2.6630 3.4642 -0.5027 0.506
H 2.7036 1.9065 -2.1502 0.428
H -2.5268 -3.6273 -1.8772 0.436
H 4.6707 -0.5006 -0.5511 0.442
H 4.0015 0.9048 0.3031 0.415
H -2.6560 -1.8645 -2.0982 0.425
H -1.1655 -4.2494 0.8834 0.417
H -3.6239 5.0772 1.1067 0.470
H -0.0956 -4.7817 -0.4330 0.464
H 0.0998 -1.3036 -2.6380 0.451
H 2.5977 -2.1549 -2.4012 0.510
H 0.5500 -3.7901 0.9026 0.394
H 3.4604 0.5648 -3.0334 0.454
H 3.6812 -0.7506 0.9072 0.415
H 1.7044 0.8230 -3.1640 0.383
H 2.2451 -2.6278 -0.7614 0.373
```

Summary:
* frontier orbital gap (alpha / beta): 0.22545 / 0.25600 hartree
* LUMO (alpha / beta): -16.8 / -16.1 eV
* energy above the lowest of the compared OMol25 structures with the same formula, charge and spin: 0.954 eV
* net charge: +4
* HOMO level (alpha / beta): -23.0 / -23.1 eV


Entry 2:
Below is C13H17F in the gas phase in a non-equilibrium geometry, with properties calculated with the ωB97M-V functional and the def2-TZVPD basis.

Structure (XYZ):
```
31
Properties=species:S:1:pos:R:3:nbo_charge:R:1
F 2.2456 0.3641 -0.6027 -0.351
C -0.7795 3.6615 -0.7954 -0.229
C -1.2724 3.4355 -2.0423 -0.209
C -1.0629 -1.4134 -0.7604 -0.601
C -0.1854 2.6108 -0.0821 -0.180
C 0.6235 -0.4235 1.1066 -0.076
C 0.1611 1.4379 -0.7736 -0.066
C 1.2528 -2.3176 -0.5017 -0.623
C 0.4061 -1.1909 -0.2158 -0.063
C -0.5798 -0.1496 1.9930 -0.608
C -0.1933 1.3036 -2.1461 -0.172
C 1.7082 -0.8156 2.0204 -0.618
C 0.9207 0.2345 -0.2713 0.339
C -1.0142 2.2698 -2.7604 -0.219
H -0.3145 0.5730 2.8113 0.214
H -0.9805 4.5035 -0.0899 0.223
H -0.8880 -1.6573 -1.8074 0.211
H 1.4381 -1.8346 2.4183 0.209
H -1.6071 -2.1720 -0.2798 0.209
H 1.6414 -2.1724 -1.4805 0.221
H 2.5755 -1.0066 1.3464 0.219
H 1.9990 -0.0724 2.7399 0.224
H -1.3496 2.2175 -3.8213 0.223
H 0.7650 -3.2859 -0.3327 0.217
H -0.8449 -1.1033 2.4075 0.209
H -1.7789 4.3251 -2.5694 0.217
H 1.9776 -2.3109 0.3115 0.221
H 0.1815 2.6429 0.9425 0.218
H -1.6626 -0.4532 -0.5840 0.217
H -1.5253 0.1096 1.3683 0.214
H 0.0808 0.3802 -2.5746 0.209
```

Summary:
* frontier orbital gap: 0.37394 hartree
* LUMO: 0.9 eV
* energy above the lowest of the compared OMol25 structures with the same formula, charge and spin: 0.000 eV
* SMILES: CC1(C)C(C)(C)C1(F)c1ccccc1
* HOMO level: -9.3 eV


Entry 3:
Below is 7 unconnected molecules or ions with the total composition C25H60F2NO11P in a non-equilibrium geometry, with properties calculated with the ωB97M-V functional and the def2-TZVPD basis.

Structure (XYZ):
```
100
Properties=species:S:1:pos:R:3:mulliken_charge:R:1
P -1.6550 2.3175 1.3113 1.056
F -1.8110 4.8602 3.5317 -0.238
F -3.6857 1.6644 4.3805 -0.205
O 1.3655 -0.6252 1.0994 -0.556
O -1.6031 2.3218 4.6294 -0.444
O -3.7627 2.2939 -0.2442 -0.350
O 3.0928 5.6773 -0.6924 -0.500
O -6.6767 -0.6003 3.7024 -0.506
O -1.1854 -1.4007 2.3761 -0.444
O 2.1842 -2.7290 -6.1164 -0.502
O 0.2956 3.0743 -0.4991 -0.365
O -3.6295 5.0650 2.3258 -0.492
O 2.2426 -4.3757 -1.9250 -0.352
O -0.9704 3.3771 -2.3338 -0.567
N -2.8093 2.9620 2.7433 0.034
C -7.1317 -1.0781 4.9660 0.351
C -1.5481 -1.9197 3.6630 0.433
C 5.1362 6.3173 0.4395 -1.276
C 3.0368 -2.3746 1.0186 -1.197
C -0.5302 -2.9519 4.1194 -1.468
C -2.5869 2.3324 3.9687 0.260
C -0.3378 3.8474 -1.4261 0.838
C 3.4039 -2.2392 -6.6740 0.511
C 5.0122 4.2275 -0.9585 -1.252
C -0.1356 5.3065 -1.1879 -0.784
C 1.9815 -4.9841 -3.1929 0.623
C -7.2550 0.0716 5.9543 -1.140
C 3.1444 -0.9879 -7.4980 -1.352
C -0.4218 1.9017 -0.0905 -0.342
C 2.2895 -1.1875 -1.0653 -1.194
C 0.5698 -5.5482 -3.2247 -1.404
C -3.0637 1.3898 0.5669 -0.521
C 3.0185 -6.0573 -3.4846 -1.438
C -6.2005 -2.1628 5.4874 -1.054
C -2.8410 4.3523 2.8360 0.456
C -1.6767 -0.7705 4.6459 -0.771
C -3.9076 1.8864 -1.5997 -0.674
C 2.5536 -1.0621 0.4242 0.302
C 4.5185 5.6549 -0.7819 0.314
C 4.0800 -3.3218 -7.5012 -1.274
H 3.4390 -3.6149 -8.3374 0.333
H 3.2957 -0.2830 0.6044 0.224
H 6.0970 4.1942 -1.0669 0.403
H 2.6622 -0.2230 -6.8897 0.330
H 1.9416 -0.2369 -1.4740 0.290
H 4.7710 7.3386 0.5460 0.322
H 4.7610 6.2364 -1.6723 0.263
H -2.5178 -2.4013 3.5272 0.358
H -8.1179 -1.5044 4.7771 0.323
H 2.8490 5.1681 0.0899 0.312
H -5.1958 -1.7560 5.6373 0.155
H -0.4518 -3.7612 3.3926 0.361
H -7.9259 0.8376 5.5660 0.313
H 2.1718 -5.0597 -1.2500 0.276
H -0.8057 -3.3769 5.0851 0.414
H 2.4778 -1.2168 -8.3341 0.354
H 2.8559 -6.5087 -4.4642 0.374
H 3.1881 -1.4918 -1.6010 0.472
H -4.1999 2.7689 -2.1585 0.251
H -1.3684 3.6750 1.0742 -0.378
H -4.6718 1.1121 -1.6858 0.293
H 0.3401 -5.9861 -4.1968 0.384
H 4.0228 -5.6337 -3.4588 0.307
H -0.8791 5.6178 -0.4525 0.240
H -6.5520 -2.5668 6.4377 0.388
H -7.6365 -0.2711 6.9172 0.379
H -0.2654 5.8637 -2.1074 0.357
H 4.0323 -1.9886 -5.8182 0.247
H 6.2242 6.3417 0.3692 0.401
H 1.5979 -2.9610 -6.8445 0.307
H 3.2188 -2.2682 2.0890 0.360
H -0.1584 -4.7644 -3.0155 0.322
H -0.8858 1.6283 2.2539 -0.045
H 2.2773 -3.1494 0.8832 0.195
H 2.9727 -6.8475 -2.7292 0.425
H 0.6927 -1.3020 0.9433 0.329
H 0.4575 -2.4921 4.2137 0.299
H 4.8625 5.7702 1.3460 0.335
H -2.6918 0.5199 0.0245 0.549
H -2.9642 1.5224 -2.0075 0.290
H 4.0717 -0.5794 -7.9013 0.379
H 5.0325 -2.9764 -7.9046 0.382
H -2.4031 -0.0513 4.2926 -0.298
H 2.0696 -4.1847 -3.9280 0.112
H 1.5179 -1.9363 -1.2531 0.237
H -3.6982 1.0215 1.3745 0.396
H -0.7221 -0.2493 4.7517 0.404
H -1.9896 -1.1193 5.6315 0.503
H -6.1249 -2.9790 4.7684 0.302
H -6.2786 0.5367 6.1165 0.238
H -0.3291 -0.9683 2.4784 0.287
H 3.9563 -2.7090 0.5380 0.417
H 0.3160 1.1977 0.2910 0.066
H -5.8050 -0.2100 3.8327 0.264
H 4.2605 -4.2098 -6.8948 0.290
H 0.4515 -6.3232 -2.4615 0.366
H 4.7339 3.6209 -0.0921 0.307
H 4.5592 3.7730 -1.8396 0.309
H 0.8441 5.4658 -0.7532 0.102
H -0.8839 1.4265 -0.9540 0.313
```

Summary:
* frontier orbital gap: 0.36448 hartree
* LUMO: 0.5 eV
* SMILES: COC[PH2](COC(C)=O)N(C(=O)F)C(=O)F.CC(C)O.CC(C)O.CC(C)O.CC(C)O.CC(C)O.CC(C)O
* HOMO level: -9.4 eV


Entry 4:
Below is a molecular structure, C11H16N3O4Ti in a non-equilibrium geometry, with properties calculated with the ωB97M-V functional and the def2-TZVPD basis.

Structure (XYZ):
```
35
Properties=species:S:1:pos:R:3:lowdin_spin:R:1
Ti 0.4414 -1.2219 -0.6696 0.920
O -2.8692 -1.8951 1.5298 -0.001
O 3.9366 -1.7186 0.8508 -0.002
O 2.0649 -1.9847 -0.4303 -0.006
O -1.4313 -1.6614 -0.1484 0.019
N 0.5436 -1.3117 1.2940 0.001
N 1.4454 0.1952 -1.9105 0.004
N 0.0131 0.2658 -2.1038 0.000
C 1.7413 -1.4823 1.8265 0.015
C -0.5894 1.6140 -1.6943 0.003
C -0.5219 -1.6004 3.3719 0.001
C 2.7663 -1.7279 0.7169 0.004
C -0.0262 2.7052 -2.5975 0.000
C -0.2796 1.8957 -0.2359 0.009
C -2.0863 1.4447 -1.9140 0.000
C -1.7049 -1.6745 1.0604 0.004
C 0.7464 -1.6217 3.9760 0.013
C -0.5676 -1.4694 2.0139 0.007
C 1.8896 -1.6143 3.1999 -0.002
H 1.8778 -0.3391 -2.6604 0.002
H -0.2435 0.1471 -3.0790 0.001
H -2.3224 1.3007 -2.9716 0.000
H 1.8740 1.1139 -1.9109 0.002
H -0.1922 2.4748 -3.6540 0.000
H 0.7810 2.0268 -0.0340 0.001
H -0.6808 1.1269 0.4289 0.003
H 2.8744 -1.7461 3.6294 0.000
H -1.4297 -1.7260 3.9499 0.000
H -2.6004 2.3465 -1.5837 0.000
H 0.8257 -1.7181 5.0522 0.001
H 1.0401 2.8939 -2.4403 0.000
H -2.4838 0.5977 -1.3538 0.000
H -0.5385 3.6438 -2.3823 0.000
H -0.7755 2.8225 0.0448 0.001
H -3.5185 -2.1019 0.8291 0.000
```

Summary:
* frontier orbital gap (alpha / beta): 0.29056 / 0.33196 hartree
* LUMO (alpha / beta): -8.4 / -8.4 eV
* spin multiplicity: 2
* energy above the lowest of the compared OMol25 structures with the same formula, charge and spin: 0.596 eV
* net charge: +2
* HOMO level (alpha / beta): -16.3 / -17.4 eV


Entry 5:
Below is 2 unconnected molecules or ions with the total composition C3H7N3S2 in a non-equilibrium geometry, with properties calculated with the ωB97M-V functional and the def2-TZVPD basis.

Structure (XYZ):
```
15
Properties=species:S:1:pos:R:3:nbo_charge:R:1
S -0.2305 -2.2525 -1.7614 0.031
S 1.3483 1.8342 1.7900 -0.019
N -1.4831 -1.0521 1.6514 -0.848
N 0.9660 1.9689 -0.8013 -0.036
N 1.1746 1.3984 0.2164 -0.192
C 1.1428 2.3596 -1.9511 -0.177
C -0.7990 -1.3943 -0.5524 -0.246
C -0.4189 -1.5849 0.8389 -0.342
H 2.2097 2.5842 -2.2444 0.202
H -1.2790 -0.1922 2.0953 0.380
H -0.3113 -2.5998 1.0012 0.216
H -1.4850 -0.4845 -0.7166 0.200
H 0.6265 -1.2884 0.9926 0.231
H 0.3547 2.5204 -2.7748 0.226
H -1.8157 -1.8169 2.2162 0.374
```

Summary:
* frontier orbital gap: 0.29523 hartree
* LUMO: -0.5 eV
* energy above the lowest of the compared OMol25 structures with the same formula, charge and spin: 4.994 eV
* SMILES: C=NN=S.NCC=S
* HOMO level: -8.5 eV


Entry 6:
Below is C5H8FN in the gas phase in a non-equilibrium geometry, with properties calculated with the ωB97M-V functional and the def2-TZVPD basis.

Structure (XYZ):
```
15
Properties=species:S:1:pos:R:3:nbo_charge:R:1
F -3.4107 0.1008 -0.3161 -0.374
N 2.6723 -0.6300 0.1058 -0.638
C 1.5143 -1.2599 -0.0727 0.144
C 0.1089 0.7407 0.3811 -0.374
C -1.4027 1.2143 0.0737 -0.632
C 0.2826 -0.5056 -0.4937 -0.497
C -2.1585 -0.0459 0.2802 0.449
H 0.7700 1.5509 0.1836 0.225
H -1.3021 1.4731 -0.9696 0.240
H -1.8633 1.8951 0.8755 0.269
H 3.4598 -1.2480 0.4198 0.346
H 0.2479 0.4696 1.3930 0.210
H -0.7093 -1.1214 -0.3679 0.238
H 0.4016 -0.2609 -1.5633 0.231
H 1.3893 -2.3727 0.0706 0.163
```

Summary:
* frontier orbital gap: 0.33837 hartree
* LUMO: -0.1 eV
* energy above the lowest of the compared OMol25 structures with the same formula, charge and spin: 4.076 eV
* HOMO level: -9.3 eV


Entry 7:
Below is a molecular structure, C6H15BBr4NaO4 in a non-equilibrium geometry, with properties calculated with the ωB97M-V functional and the def2-TZVPD basis.

Structure (XYZ):
```
31
Properties=species:S:1:pos:R:3:nbo_charge:R:1
Br -4.0765 -15.9169 -18.4974 -0.086
Br 0.4439 -18.3908 -15.8438 -0.113
Br 3.1430 -18.9851 -19.5327 0.048
Br -0.1712 -14.6832 -16.5423 0.026
Na 2.4771 -14.9581 -17.6751 0.884
O 3.0008 -12.6089 -16.8035 -0.930
O 0.4868 -14.9936 -21.5071 -0.939
O 1.9022 -15.8998 -19.9842 -0.961
O 0.9065 -13.9455 -19.5420 -0.947
C 3.0228 -12.0211 -15.6077 -0.176
C 1.4171 -17.9333 -17.4959 -0.408
C 1.0815 -14.9470 -20.3553 0.923
C -1.4707 -14.7909 -17.9498 -0.485
C 1.9504 -19.2409 -18.0285 -0.463
C -2.8435 -14.9441 -17.3281 -0.416
B 4.9710 -15.5458 -18.0691 -0.708
H 6.0386 -14.9587 -17.9305 -0.072
H 0.7428 -17.4303 -18.1834 0.273
H 2.2201 -17.2555 -17.2201 0.236
H -1.3486 -13.8799 -18.5294 0.282
H -1.2139 -15.6105 -18.6140 0.256
H 2.5208 -19.7451 -17.2534 0.203
H 3.5242 -12.6434 -14.8066 0.056
H -2.7553 -15.5727 -16.4471 0.216
H 3.5578 -11.0264 -15.5931 0.049
H 1.9912 -11.8018 -15.1878 0.047
H -3.2972 -13.9937 -17.0709 0.206
H 4.3569 -15.6273 -17.0309 -0.112
H 1.1574 -19.8948 -18.3784 0.202
H 5.1616 -16.6910 -18.4682 -0.079
H 4.2665 -14.9562 -18.8379 -0.012
```

Summary:
* frontier orbital gap: 0.08790 hartree
* LUMO: 5.6 eV
* net charge: -3
* HOMO level: 3.2 eV


Entry 8:
Below is C4H6OS in the gas phase in a non-equilibrium geometry, with properties calculated with the ωB97M-V functional and the def2-TZVPD basis.

Structure (XYZ):
```
12
Properties=species:S:1:pos:R:3:nbo_charge:R:1
S -2.6184 0.0537 -0.1042 -0.040
O 0.1072 -0.7295 -0.0389 -0.477
C 1.2566 -0.2928 0.4168 0.074
C -0.9587 0.1117 0.1738 0.075
C 1.9944 0.9430 -0.1260 -0.490
C 2.7561 -0.2973 -0.3034 -0.432
H 3.5269 -0.6395 0.6090 0.248
H 2.3305 1.6751 0.6368 0.224
H 1.3486 -0.4542 1.5301 0.175
H 3.0109 -0.8961 -1.4612 0.250
H -0.6270 1.0519 0.5005 0.153
H 1.1558 1.4524 -0.8044 0.241
```

Summary:
* frontier orbital gap: 0.32658 hartree
* LUMO: -0.1 eV
* energy above the lowest of the compared OMol25 structures with the same formula, charge and spin: 4.654 eV
* SMILES: S=COC1CC1
* HOMO level: -9.0 eV